[1]
Computed, not measured: a cluster of 6 separate species, C39H36F41N2O9S in total in a non-equilibrium geometry, with ωB97M-V/def2-TZVPD.

F_max   0.124 Eh/bohr
Total energy   -6786.861818 hartree
Kohn-Sham gap   0.225 Eh
E_HOMO   -4.85 eV

The geometry in ORCA input format:
```
! wB97M-V def2-TZVPD RIJCOSX def2/J DEFGRID3
* xyz -1 1
C -0.64626 1.97645 -0.60151
C -1.18949 0.48833 -0.31035
O -0.19436 -0.55055 -0.47104
C -0.06379 -1.35009 0.75073
C 1.37426 -2.04934 0.84063
O 1.49538 -3.08148 1.85340
C 0.51681 -2.95988 2.88612
C 0.44737 -1.84326 3.96026
C 1.54915 -0.68963 3.87930
C 2.21194 -0.28032 5.28285
C 3.82631 -0.32033 5.28894
F 1.80494 1.10261 5.55967
C -0.71343 -1.90571 5.02821
C -0.89903 -0.77796 6.14683
O -1.13805 0.42832 5.75401
O -0.83089 -1.14339 7.48560
C -1.76001 -3.06759 5.04250
C -1.74662 -4.25495 4.00529
N -2.61950 -5.39640 3.88397
S -2.00635 -6.27287 2.51310
N -0.67217 -5.27681 2.05139
C -0.57425 -4.12090 2.94737
H -0.21518 2.49664 0.34143
H 0.16702 2.03422 -1.41529
H -1.53978 2.64373 -0.91774
H -1.70690 0.51061 0.70927
H -2.02463 0.26500 -1.08319
H -0.93237 -2.09250 0.75284
H -0.11174 -0.58601 1.62241
H 2.16952 -1.25077 1.03766
H 1.64610 -2.52470 -0.18265
H 1.11796 0.20054 3.28265
H 2.40766 -1.10566 3.22020
H 1.81635 -0.98554 6.09224
H 4.26454 -0.41728 4.23155
H 4.11682 -1.21505 5.96623
H 4.25083 0.65987 5.73526
H -2.59932 -3.08458 5.83164
C -6.71560 -2.18407 2.58510
C -6.07588 -1.20724 3.59388
C -5.98650 0.25121 3.14346
F -5.23273 0.40838 2.03735
F -5.40703 1.00737 4.10830
F -4.86198 -1.68183 3.95664
F -6.84450 -1.24554 4.72370
O -5.82014 -2.96398 1.78050
C -5.32617 -2.36434 0.60060
C -3.80794 -2.16025 0.63406
F -3.43253 -1.37481 1.66515
F -3.37683 -1.54780 -0.49957
F -6.00494 -1.22736 0.35204
F -5.64292 -3.21423 -0.40747
H -7.24761 -2.92947 3.18288
H -7.49444 -1.70956 1.98200
H -6.97996 0.66592 2.94979
H -3.28596 -3.11654 0.73169
C 2.66883 3.30822 8.70801
C 2.48794 4.37203 9.81088
C 3.53774 5.48276 9.84295
F 4.78224 5.01633 10.06290
F 3.27417 6.35289 10.85398
F 2.39612 3.75135 11.01277
F 1.27195 4.95857 9.60049
O 3.29748 2.07708 9.09091
C 4.70966 2.04309 9.09135
C 5.29631 1.82020 10.48960
F 4.92449 2.79403 11.34932
F 6.65313 1.83132 10.45162
F 5.18862 3.14978 8.48935
F 5.05233 1.00734 8.28982
H 1.66029 3.00583 8.41124
H 3.10941 3.72280 7.79753
H 3.53900 6.05124 8.90891
H 4.96870 0.86263 10.90256
C -1.47456 -6.45678 -2.28661
C -1.75442 -7.07990 -3.67006
C -3.07939 -7.83013 -3.80680
F -3.17076 -8.88046 -2.96932
F -3.20909 -8.33311 -5.06281
F -0.70786 -7.86789 -4.01923
F -1.76516 -6.05309 -4.57234
O -0.62232 -7.19645 -1.40209
C -1.22690 -8.20394 -0.61661
C -0.71317 -9.60769 -0.95512
F -0.94062 -9.92506 -2.24905
F -1.34497 -10.54606 -0.20709
F -2.56722 -8.09834 -0.70233
F -0.91297 -7.90870 0.66633
H -0.91706 -5.53549 -2.47790
H -2.38848 -6.12522 -1.78641
H -3.92917 -7.16596 -3.62661
H 0.36186 -9.68478 -0.77285
C 2.90690 0.45506 -6.32405
C 2.29579 1.78634 -6.80868
C 3.15106 3.03314 -6.58374
F 3.40111 3.26310 -5.28237
F 2.50598 4.13654 -7.04820
F 1.06540 1.93231 -6.26064
F 2.09171 1.66203 -8.15576
O 2.47025 -0.03325 -5.04907
C 3.13256 0.46969 -3.90451
C 2.20395 1.27866 -2.99235
F 1.66797 2.33798 -3.64007
F 2.88129 1.77681 -1.92920
F 4.22837 1.15669 -4.28397
F 3.58719 -0.61450 -3.23398
H 2.56389 -0.30808 -7.02843
H 3.99652 0.44022 -6.41276
H 4.10476 2.95948 -7.11368
H 1.38236 0.66003 -2.62016
C -1.14997 6.86175 -11.10052
C -1.32253 7.98326 -10.05493
C -0.29247 9.11163 -10.11213
F 0.96434 8.67911 -9.89848
F -0.54726 10.03157 -9.14592
F -1.37356 7.43005 -8.81951
F -2.55465 8.53627 -10.26707
O -0.49010 5.66495 -10.66583
C 0.92359 5.65835 -10.70251
C 1.55015 5.52821 -9.30986
F 1.17865 6.54258 -8.49889
F 2.90405 5.56456 -9.38313
F 1.36217 6.73817 -11.37910
F 1.26921 4.58435 -11.45208
H -2.16008 6.52709 -11.35307
H -0.73967 7.23147 -12.04405
H -0.32447 9.62654 -11.07640
H 1.25420 4.59070 -8.83409
*
```

These are the Löwdin partial charges, in e, on atoms 1 to 4: C -0.074; C -0.266; O -0.194; C -0.156

=====

[2]
Computed, not measured: a structure of composition C17H30CdCl2N3O3 in a non-equilibrium geometry, with ωB97M-V/def2-TZVPD.

F_max   0.051 Eh/bohr
Total energy   -2143.998798 hartree
Relative energy (zero: lowest compared OMol25 entry of this formula, charge and spin)   0.6982 eV
Kohn-Sham gap   0.246 Eh
E_HOMO   -3.97 eV

The geometry in ORCA input format:
```
! wB97M-V def2-TZVPD RIJCOSX def2/J DEFGRID3
* xyz -1 1
O 0.43767 -0.46376 -1.32973
C -0.67183 0.22377 -1.46993
C -0.42665 1.58950 -2.13508
C 0.21323 2.60537 -1.44306
H 0.46689 2.44457 -0.38630
C 0.49983 3.82386 -2.07416
H 1.04238 4.59675 -1.51935
C 0.08315 4.04077 -3.39487
H 0.28974 5.00093 -3.88166
C -0.62917 3.03692 -4.06902
H -1.00626 3.21630 -5.08007
C -0.85782 1.80303 -3.44387
H -1.38968 0.99826 -3.95446
H -1.29683 -0.30805 -2.22802
C -2.54808 -1.05010 -0.22641
C -1.84036 0.28050 -0.28480
H -3.48717 -1.01555 -0.79875
H -2.83905 -1.33658 0.79355
H -1.90345 -1.83701 -0.63135
C -2.50835 1.46309 -0.12713
C -3.96002 1.60888 0.15807
H -1.96939 2.40136 -0.23149
H -4.45501 2.15831 -0.65411
H -4.11797 2.17327 1.08307
H -4.46665 0.64280 0.25105
Cd -1.41170 0.32943 2.17994
Cl 0.29764 2.14295 1.93908
Cl -3.51956 0.14920 3.33746
H 4.45363 1.40735 -1.21630
H 4.98954 1.68048 1.38312
C 3.41922 1.46186 -0.84060
C 3.92014 1.52183 1.58524
N 3.30974 0.83552 0.46568
H 2.74487 0.94932 -1.53539
C 2.73504 -0.37520 0.61885
O 2.46478 -0.90528 1.70664
H 3.79367 0.91952 2.48782
H 2.50838 -0.86716 -0.34604
H 3.14166 2.52209 -0.77331
H 3.44656 2.50268 1.71901
H -0.49633 -5.45587 2.23472
H 1.46588 -5.42296 0.34612
C -1.01179 -4.81287 1.50816
C 0.81350 -4.70656 -0.17282
N -0.05104 -4.01062 0.76791
H -1.70059 -4.14459 2.03128
C 0.05079 -2.69148 1.00625
O -0.66151 -2.09519 1.84110
H 1.42537 -3.96632 -0.69692
H 0.79879 -2.16485 0.39222
H -1.55383 -5.46575 0.81305
H 0.21002 -5.27335 -0.89451
N 0.24222 -0.45376 3.67334
H 0.35292 0.12927 4.49864
H 1.09422 -0.41021 3.09669
H 0.06863 -1.42667 3.92148
*
```

These are the Löwdin partial charges, in e, on atoms 1 to 4: O -0.220; C -0.491; C -0.189; C -0.098

=====

[3]
Computed, not measured: a cluster of 6 separate species, C5H23N2O6 in total in a non-equilibrium geometry, with ωB97M-V/def2-TZVPD.

F_max   0.089 Eh/bohr
Total energy   -765.003362 hartree
Relative energy (zero: lowest compared OMol25 entry of this formula, charge and spin)   3.0395 eV
Kohn-Sham gap   0.375 Eh
E_HOMO   -12.98 eV

The geometry in ORCA input format:
```
! wB97M-V def2-TZVPD RIJCOSX def2/J DEFGRID3
* xyz 1 1
N -1.31340 0.41031 0.37600
C -0.22005 0.90822 -0.52504
C -0.91621 1.62632 -1.69450
C 0.34416 -0.43771 -1.09799
N 1.63042 -0.73358 -1.42240
C 2.86970 0.12106 -1.37988
C 4.02052 -0.45030 -0.61402
O -0.51958 -1.30456 -1.00207
H -0.94419 -0.38127 0.99019
H -1.80390 1.15526 0.88306
H -2.16847 0.10589 -0.15777
H 0.48171 1.50216 0.09234
H -0.16457 1.90540 -2.41134
H -1.59504 2.39878 -1.31004
H -1.74013 1.05403 -2.13225
H 1.88098 -1.49589 -2.04337
H 3.17448 0.28370 -2.42105
H 2.53635 1.08566 -0.97016
H 4.27901 -1.49036 -0.77328
H 3.70406 -0.47561 0.51143
H 4.89501 0.19079 -0.40898
H 2.25457 0.58659 2.36693
H 1.96584 -0.93584 2.21035
O 1.88112 -0.07883 1.78630
H -1.94467 -4.52996 0.18183
H -1.54301 -2.93214 -0.00524
O -1.61260 -3.81738 -0.35954
H -2.38231 -0.83846 3.51709
H -1.36382 -0.20404 4.25275
O -2.01733 0.06004 3.57747
H -0.80638 3.32066 2.03983
H -1.27564 4.22326 0.95776
O -1.19813 3.28162 1.15770
H -3.39345 -2.04144 -1.10908
H -3.55809 -1.02319 -2.01276
O -3.43695 -1.04918 -1.05026
*
```

These are the Löwdin partial charges, in e, on atoms 1 to 4: N 0.171; C -0.242; C -0.014; C -0.409

=====

[4]
Computed, not measured: a cluster of 3 separate species, C2H2BrO3S in total in a non-equilibrium geometry, with ωB97M-V/def2-TZVPD.

F_max   0.086 Eh/bohr
Total energy   -3275.243652 hartree
Relative energy (zero: lowest compared OMol25 entry of this formula, charge and spin)   4.3346 eV
Kohn-Sham gap (alpha / beta)   0.201 / 0.057 Eh
E_HOMO (alpha / beta)   -5.31 / -3.38 eV

The geometry in ORCA input format:
```
! wB97M-V def2-TZVPD RIJCOSX def2/J DEFGRID3
* xyz -1 1
C 0.27505 0.92496 2.30213
C 0.95633 1.61483 1.58573
O -0.82042 -2.05781 1.25082
O 0.29500 -3.37594 -0.56671
O -1.33478 -1.67456 -1.22958
S -0.38254 -2.14921 -0.19342
Br -0.21810 4.31006 -6.94047
H -0.09949 0.14749 2.87909
H 1.32895 2.26020 0.91241
*
```

These are the Löwdin partial charges, in e, on atoms 1 to 4: C 0.007; C 0.019; O -0.364; O -0.329